C3H9N2O2 | the ωB97M-V functional and the def2-TZVPD basis

XYZ file:
```
16
Properties=species:S:1:pos:R:3:nbo_charge:R:1
C 0.47 -2.00 0.13 -0.6261
C 1.45 -1.23 -0.74 -0.2014
N 0.72 -0.47 -1.76 -0.8975
H -0.16 -2.69 -0.44 0.1894
H 1.00 -2.61 0.87 0.1795
H -0.13 -1.25 0.64 0.2588
H 2.09 -0.56 -0.16 0.1608
H 2.12 -1.87 -1.34 0.1495
H 0.06 0.24 -1.39 0.4283
H 1.33 -0.10 -2.46 0.3298
N -2.08 2.50 1.32 -0.8998
C -1.10 1.58 0.94 0.8588
O -0.40 1.09 1.86 -0.8126
O -1.02 1.32 -0.29 -0.8380
H -1.96 2.93 2.22 0.3608
H -2.41 3.13 0.60 0.3596
```

Summary:
ΔE to the lowest compared entry with this formula, charge and spin: 2.39 kcal per mole
net charge: -1
Kohn-Sham gap: 8.41 eV


C30H47CeFP2 | the ωB97M-V functional and the def2-TZVPD basis

XYZ file:
```
81
Properties=species:S:1:pos:R:3:lowdin_charge:R:1
Ce -1.63 -1.15 0.57 1.4876
C -3.46 0.50 0.47 -0.2993
C -2.92 0.28 -0.85 -0.3434
C -3.91 -1.70 -0.14 -0.3383
C -4.08 -0.73 0.89 -0.3026
C -3.23 -1.07 -1.24 -0.3590
C -3.71 1.82 1.13 0.0191
H -3.51 2.64 0.43 0.0866
H -3.06 1.96 2.00 0.0694
H -4.75 1.92 1.47 0.1018
C -4.99 -0.86 2.06 0.0111
H -5.76 -0.07 2.09 0.1079
H -4.41 -0.78 2.99 0.0584
H -5.50 -1.83 2.06 0.0857
C -4.52 -3.06 -0.14 0.0046
H -5.49 -3.07 0.38 0.0960
H -3.85 -3.78 0.36 0.0989
H -4.68 -3.41 -1.17 0.0892
C -3.04 -1.68 -2.58 0.0047
H -3.91 -2.30 -2.82 0.0956
H -2.15 -2.32 -2.62 0.0953
H -2.95 -0.89 -3.32 0.0923
C -2.15 1.25 -1.66 0.0008
H -2.45 1.17 -2.71 0.1067
H -1.07 1.04 -1.62 0.0678
H -2.32 2.27 -1.31 0.0898
C 1.10 3.49 0.80 -0.1109
C 0.17 4.08 0.00 -0.1079
C 0.27 4.27 -1.48 -0.1820
C 1.65 4.02 -2.16 -0.1800
C 1.88 2.65 -2.71 -0.0984
C 1.71 1.51 -2.04 -0.1469
C 1.33 1.41 -0.60 -0.2456
C 2.04 2.43 0.33 -0.1901
H 0.01 5.32 -1.69 0.1215
H 2.45 4.35 -1.47 0.1197
H -0.50 3.67 -2.00 0.1017
H 2.94 2.82 -0.15 0.1042
H 1.19 3.77 1.85 0.1025
H -0.72 4.53 0.46 0.1036
H 2.40 1.88 1.22 0.0962
H 0.23 1.54 -0.48 0.0714
H 1.83 0.55 -2.60 0.0972
H 1.55 0.37 -0.24 0.0181
H 1.69 4.71 -3.02 0.1131
H 2.24 2.61 -3.75 0.1137
P 3.56 -0.86 -0.33 0.8429
P 2.26 -3.57 -1.17 0.7885
C 4.77 -2.29 -0.65 -0.4303
C 4.09 -3.64 -0.67 -0.4508
H 5.52 -2.25 0.15 0.0771
H 5.29 -2.08 -1.60 0.0791
H 4.60 -4.31 -1.36 0.0732
H 4.09 -4.10 0.33 0.0751
C 2.24 -5.38 -1.58 -0.3327
H 1.34 -5.60 -2.16 0.0307
H 2.23 -5.96 -0.65 0.0364
H 3.12 -5.67 -2.16 0.0430
C 2.56 -3.06 -2.93 -0.3171
H 3.48 -3.53 -3.32 0.0520
H 2.63 -1.97 -3.03 0.0087
H 1.71 -3.43 -3.51 0.0327
C 3.94 -0.60 1.44 -0.2824
H 3.04 -0.21 1.92 0.0166
H 4.76 0.12 1.56 0.0510
H 4.22 -1.56 1.90 0.0414
C 4.74 0.42 -1.01 -0.2787
H 5.78 0.08 -0.85 0.0481
H 4.60 1.40 -0.53 0.0312
H 4.54 0.52 -2.08 0.0353
F -2.46 2.65 6.13 0.0326
C -2.15 1.75 5.13 -0.2577
C -1.27 2.15 4.14 -0.0047
C -1.01 1.24 3.07 -0.1572
C -1.65 0.02 3.04 -0.2636
C -2.43 -0.40 4.10 -0.1622
C -2.74 0.49 5.15 0.0036
H -0.79 3.13 4.18 0.1199
H -0.32 1.54 2.27 0.0768
H -2.82 -1.41 4.13 0.0931
H -3.43 0.24 5.95 0.1204
```

Summary:
ΔE to the lowest compared entry with this formula, charge and spin: 22.45 kcal per mole
net charge: +1
spin multiplicity: 2
Kohn-Sham gap (spin up / spin down): 7.10 / 7.16 eV
⟨S²⟩: 0.7520


C5H8N2 | the ωB97M-V functional and the def2-TZVPD basis

XYZ file:
```
15
Properties=species:S:1:pos:R:3:nbo_charge:R:1
C 2.40 -0.48 0.20 -0.4052
N 1.06 -0.02 -0.07 -0.1314
C 0.75 1.35 -0.16 -0.2348
C -0.65 1.33 -0.07 -0.2988
C -1.03 -0.02 0.02 0.1229
C -2.40 -0.60 0.10 -0.6418
N 0.03 -0.83 -0.01 -0.2525
H 3.13 0.29 -0.08 0.2241
H 2.59 -1.41 -0.33 0.2144
H 2.46 -0.63 1.28 0.2159
H 1.26 1.08 -1.15 0.2850
H -1.33 2.18 -0.07 0.2266
H -2.97 -0.39 -0.82 0.2209
H -2.95 -0.17 0.94 0.2228
H -2.34 -1.68 0.23 0.2320
```

Summary:
SMILES: Cc1ccn(C)n1
ΔE to the lowest compared entry with this formula, charge and spin: 72.76 kcal per mole
net charge: 0
Kohn-Sham gap: 9.97 eV


C3H6N3O2S | the ωB97M-V functional and the def2-TZVPD basis

XYZ file:
```
15
Properties=species:S:1:pos:R:3:nbo_charge:R:1
C -0.60 -0.28 2.07 0.2884
C -1.27 2.07 -1.58 -0.0257
C 1.73 -0.87 -0.09 -0.9418
N -0.98 0.87 -1.37 -0.1335
N -0.52 0.84 1.50 -0.2731
N -0.90 0.09 -0.37 -0.3981
O -0.46 -1.47 1.36 -0.6409
O -0.29 -2.34 -0.95 -0.7708
S 0.00 -1.24 -0.12 2.2762
H -0.68 -0.49 3.11 0.2398
H -1.45 2.46 -2.60 0.2407
H -1.09 2.87 -0.78 0.2226
H 2.21 -0.16 0.53 0.3057
H 2.29 -1.70 0.42 0.3118
H 2.01 -0.63 -1.14 0.2987
```

Summary:
ΔE to the lowest compared entry with this formula, charge and spin: 147.37 kcal per mole
net charge: +1
Kohn-Sham gap (spin up / spin down): 8.59 / 8.44 eV


C15H60N30O15 | the ωB97M-V functional and the def2-TZVPD basis

XYZ file:
```
120
Properties=species:S:1:pos:R:3:lowdin_charge:R:1
C -2.24 -2.83 4.33 -0.7308
O -2.40 -1.72 4.79 0.0258
N -2.82 -3.98 4.70 0.1694
N -1.43 -3.06 3.35 0.1868
H -3.28 -4.05 5.59 0.1135
H -2.83 -4.71 4.06 0.0827
H -1.20 -3.95 2.97 0.1063
H -0.88 -2.27 2.99 0.0945
C -0.27 2.68 -4.43 -0.6498
O -0.22 2.03 -3.42 -0.0182
N 0.20 3.99 -4.42 0.1511
N -0.79 2.18 -5.60 0.1819
H 0.66 4.18 -3.55 0.0425
H 0.62 4.42 -5.28 0.1258
H -0.93 1.19 -5.78 0.0941
H -0.79 2.90 -6.34 0.1088
C 2.71 2.99 -2.15 -0.6346
O 1.90 3.89 -1.93 -0.0176
N 3.47 2.90 -3.26 0.1639
N 2.87 1.90 -1.28 0.1847
H 3.97 3.75 -3.49 0.1184
H 3.80 1.99 -3.49 0.0951
H 3.52 1.16 -1.31 0.0420
H 2.24 1.90 -0.47 0.0736
C -1.81 -3.39 -1.32 -0.6450
O -2.85 -3.57 -0.67 -0.0141
N -1.84 -3.05 -2.64 0.1696
N -0.56 -3.30 -0.80 0.1845
H -0.97 -3.12 -3.11 0.0499
H -2.61 -3.47 -3.15 0.1277
H -0.48 -3.60 0.16 0.0955
H 0.22 -2.83 -1.23 0.0655
C -0.04 -0.17 0.00 -0.6478
O 0.99 -0.90 -0.08 -0.0659
N -0.79 -0.07 1.11 0.2217
N -0.56 0.30 -1.13 0.1928
H -0.40 -0.06 2.02 0.0448
H -1.47 0.65 0.95 0.0674
H -1.33 1.00 -1.12 0.0605
H -0.06 0.28 -2.01 0.0497
C 0.57 -1.63 -4.59 -0.6844
O -0.42 -1.32 -5.27 -0.0071
N 1.34 -0.73 -3.80 0.1832
N 0.96 -2.86 -4.63 0.1683
H 1.67 -1.23 -3.00 0.0317
H 0.99 0.22 -3.69 0.0594
H 0.68 -3.37 -5.45 0.1272
H 1.87 -3.04 -4.21 0.1003
C -2.39 3.49 -0.78 -0.6734
O -2.37 2.35 -0.43 0.0180
N -1.27 4.10 -1.23 0.1829
N -3.42 4.40 -0.59 0.1765
H -1.31 5.04 -1.59 0.1064
H -0.53 3.48 -1.63 0.0822
H -3.98 4.36 0.24 0.0899
H -3.33 5.24 -1.06 0.0740
C -2.95 1.92 3.33 -0.5452
O -1.75 2.01 3.69 -0.0807
N -3.59 0.74 3.71 0.1846
N -3.53 2.94 2.56 0.1617
H -2.97 0.06 4.21 0.0764
H -4.21 0.34 3.04 0.0558
H -4.26 2.69 1.91 0.0732
H -2.83 3.56 2.14 0.0898
C 4.51 0.18 1.58 -0.6474
O 5.22 -0.76 1.21 -0.0304
N 3.41 0.10 2.37 0.1863
N 4.78 1.49 1.19 0.1595
H 3.35 -0.75 2.91 0.0923
H 3.22 1.05 2.78 0.0956
H 5.61 1.67 0.68 0.0906
H 4.19 2.26 1.47 0.0452
C 1.96 3.25 2.64 -0.6625
O 3.14 3.12 2.92 0.0037
N 0.95 3.36 3.51 0.1872
N 1.53 3.05 1.36 0.1691
H 1.01 3.17 4.49 0.1033
H -0.01 3.11 3.18 0.0814
H 0.53 3.15 1.24 0.1004
H 1.96 3.56 0.65 0.0590
C 0.69 -0.71 4.63 -0.6230
O 0.85 -0.89 3.42 -0.0259
N 0.12 0.41 5.19 0.1567
N 1.08 -1.70 5.55 0.1536
H -0.13 0.48 6.18 0.1128
H -0.54 0.91 4.55 0.0580
H 1.52 -1.44 6.39 0.0718
H 1.46 -2.53 5.11 0.0976
C 3.51 -2.42 -1.58 -0.6271
O 2.55 -3.02 -2.10 -0.0227
N 4.69 -3.14 -1.37 0.1626
N 3.57 -1.10 -1.28 0.1543
H 5.50 -2.86 -0.86 0.0762
H 4.49 -4.13 -1.54 0.1117
H 2.65 -0.74 -0.99 0.0499
H 4.37 -0.66 -0.84 0.0723
C 3.53 -4.30 1.91 -0.6313
O 3.31 -5.52 2.00 0.0021
N 2.61 -3.29 1.79 0.1660
N 4.85 -3.81 2.10 0.1270
H 1.65 -3.52 1.53 0.0953
H 3.00 -2.45 1.32 0.0768
H 5.07 -2.85 2.16 0.0324
H 5.53 -4.36 2.61 0.0909
C -3.88 0.17 -3.59 -0.7691
O -4.67 -0.72 -3.60 0.0677
N -4.25 1.46 -3.46 0.1775
N -2.57 -0.02 -3.76 0.1951
H -5.05 1.65 -2.94 0.0852
H -3.53 2.09 -3.22 0.0668
H -1.85 0.63 -3.56 0.0382
H -2.24 -0.95 -3.89 0.0588
C -4.87 -0.48 0.42 -0.7029
O -5.39 0.35 1.19 -0.0392
N -5.12 -1.79 0.61 0.1694
N -3.95 -0.19 -0.45 0.2082
H -4.49 -2.53 0.30 0.0715
H -5.87 -1.95 1.31 0.1270
H -3.91 0.80 -0.70 0.0887
H -3.91 -0.83 -1.18 0.0683
```

Summary:
ΔE to the lowest compared entry with this formula, charge and spin: 28.06 kcal per mole
net charge: 0
Kohn-Sham gap: 9.26 eV